63
Properties=species:S:1:pos:R:3:mulliken_charge:R:1 method="wB97M-V/def2-TZVPD" spin_multiplicity=1 homo_ev=-7.49 energy_ha=-1283.34934 largest_force_ev_per_a=1.1 de_lowest_kj_mol=0.00 orbital_gap_ev=8.096
O -6.21 -2.56 0.23 -0.421
N -0.30 2.37 -1.18 0.969
N -0.56 -0.61 0.51 -1.365
N 0.59 -1.25 0.35 0.597
N 2.07 0.55 0.79 0.047
N 1.39 -3.41 -0.30 -0.799
C 1.04 2.85 -0.87 -1.913
C -0.99 -2.73 -0.14 -1.763
C 1.11 1.52 1.28 -1.076
C -4.54 0.72 0.29 -1.031
C 4.33 -1.16 0.43 -1.039
C 0.38 -2.57 -0.05 0.388
C 1.85 -0.75 0.50 -0.591
C -1.53 -1.48 0.21 0.394
C -3.22 0.31 0.28 -0.466
C -1.19 3.41 -1.64 -1.253
C -3.95 -1.98 0.23 -0.927
C -5.57 -0.21 0.27 -0.419
C 2.61 -2.96 -0.13 1.427
C 5.04 -3.29 -0.68 -0.749
C -5.28 -1.56 0.25 0.708
C 5.34 -2.31 0.46 -1.020
C 1.31 2.91 0.65 2.792
C 2.91 -1.64 0.28 1.122
C -7.57 -2.21 0.25 -0.882
C 3.70 -3.95 -0.41 -0.589
C -0.30 1.26 -2.11 -1.261
C 0.33 3.86 1.34 -2.191
C -2.92 -1.06 0.24 1.070
C 2.74 3.43 0.88 -2.148
H 1.78 2.17 -1.31 0.406
H 3.39 -4.58 -1.25 0.353
H 3.00 3.36 1.93 0.396
H 5.83 -4.04 -0.74 0.355
H 0.35 0.47 -1.74 0.319
H -4.77 1.77 0.31 0.381
H 1.21 1.61 2.37 0.422
H 4.43 -0.59 1.36 0.496
H 0.03 1.55 -3.12 0.317
H 0.38 4.85 0.90 0.399
H 4.57 -0.49 -0.40 0.336
H 0.56 3.94 2.40 0.498
H 2.81 4.47 0.57 0.513
H -7.83 -1.65 1.16 0.349
H -1.20 4.23 -0.93 0.365
H 3.79 -4.61 0.46 0.247
H -8.12 -3.15 0.24 0.252
H -6.59 0.15 0.28 0.401
H -0.69 3.48 1.24 0.346
H -2.20 3.01 -1.72 0.308
H 1.22 3.84 -1.30 0.556
H -3.75 -3.04 0.21 0.448
H -2.41 1.02 0.28 0.472
H 0.11 1.16 1.03 0.234
H 5.00 -2.75 -1.62 0.321
H -0.90 3.81 -2.63 0.336
H -7.85 -1.62 -0.63 0.347
H 5.27 -2.84 1.41 0.365
H -1.51 -3.61 -0.44 0.429
H 3.46 2.86 0.30 0.413
H -1.31 0.86 -2.18 0.318
H 6.35 -1.91 0.37 0.395
H 3.03 0.79 0.94 0.298